Record 1
DFT (ωB97M-V/def2-TZVPD) results for C18H45CsN3 as an isolated structure in a non-equilibrium geometry.

XYZ file:
```
67
Properties=species:S:1:pos:R:3:forces:R:3:lowdin_charge:R:1
Cs 0.988763 0.303933 0.501036 2.3 1.4 5.1 2.29
C -2.183637 3.413973 -1.644784 0.7 -0.5 0.0 -0.02
C -1.367417 2.100773 -1.566584 -1.1 5.8 1.5 -0.30
N -0.475857 2.044113 -0.384114 -2.1 1.1 -2.0 -0.45
C -1.199907 2.110413 0.851916 -2.4 2.3 -3.9 -0.33
C -2.373857 1.186733 1.005486 -3.7 4.2 -6.5 -0.12
C 0.677323 2.959883 -0.378754 -1.1 0.7 -1.6 -0.27
C 1.690953 2.546563 -1.408104 1.7 0.4 -0.7 -0.13
H -1.552117 4.302173 -1.664084 -0.1 0.1 -0.5 0.07
H -2.818377 3.535233 -0.767004 -0.2 -0.2 -0.1 0.07
H -2.797737 3.286913 -2.536324 -0.1 0.6 0.0 0.09
H -2.082487 1.278933 -1.529754 -0.7 2.3 0.7 0.09
H -0.774357 1.894763 -2.457614 0.0 2.1 0.6 0.10
H -0.474127 1.877953 1.631216 -6.2 2.1 -8.1 -0.14
H -1.586077 3.123513 0.964156 0.2 0.4 0.5 0.15
H -2.005537 0.214403 0.678356 -1.2 1.1 -1.1 0.06
H -2.763557 1.103513 2.020036 -2.3 2.7 -1.1 0.15
H -3.218907 1.427213 0.360376 -0.2 0.5 -0.6 0.13
H 1.194183 2.991063 0.580406 -0.4 0.1 0.2 0.11
H 0.306353 3.952313 -0.634824 0.2 0.4 0.4 0.13
H 2.520343 3.249253 -1.488304 0.0 0.3 0.3 0.10
H 1.392813 2.426123 -2.449594 -0.6 0.3 0.2 0.10
H 2.143843 1.597613 -1.120924 0.4 0.8 -0.4 -0.02
C -1.562027 -1.738337 0.136316 0.4 -0.5 1.0 -0.09
C -1.189747 -1.972467 1.603626 0.3 -0.8 -0.3 -0.21
N -0.383837 -0.903007 2.177036 -1.9 -0.4 2.3 -0.45
C -1.308827 0.139053 2.611056 3.9 -0.9 4.2 -0.25
C -0.628927 1.531163 2.948716 1.3 -1.8 6.0 -0.09
C 0.454213 -1.321947 3.297376 0.8 -0.5 -1.0 -0.25
C 1.602953 -2.140297 2.755916 0.3 -1.4 0.5 -0.10
H -2.267567 -0.918897 -0.000934 -0.2 -1.3 -0.4 0.07
H -1.949567 -2.676407 -0.261094 -0.2 0.1 -0.1 0.12
H -0.623437 -1.505227 -0.366484 -1.0 -0.1 0.2 0.00
H -2.089377 -2.231197 2.162056 -0.1 0.1 0.6 0.14
H -0.543067 -2.849887 1.599026 -0.5 -0.1 0.3 0.09
H -2.033887 0.398083 1.839506 3.4 -5.3 4.8 -0.11
H -1.797787 -0.275777 3.492506 -0.4 0.4 0.5 0.15
H 0.039693 1.799773 2.130856 6.5 -1.2 8.3 -0.02
H -1.295597 2.390283 3.023256 -0.4 -0.3 -0.2 0.13
H -0.085597 1.647693 3.886436 0.0 -0.9 0.6 0.11
H -0.118487 -1.841237 4.065786 -0.1 -0.1 0.2 0.13
H 0.984963 -0.484857 3.750916 -0.7 0.5 0.1 0.12
H 2.145333 -2.558087 3.604076 0.5 0.4 0.0 0.09
H 2.246883 -1.568577 2.087646 0.2 0.0 0.4 0.03
H 1.343283 -3.047117 2.209696 -0.4 0.1 0.0 0.06
C 3.320873 -1.414827 -2.438744 -0.4 0.4 0.3 -0.03
C 2.495313 -1.062587 -1.162474 1.7 -1.1 -1.7 -0.40
N 1.059733 -1.189677 -1.288874 0.4 -3.0 -4.1 -0.55
C 0.700163 -2.573897 -1.670484 0.1 -0.5 0.4 -0.23
C 1.039463 -3.527027 -0.531714 0.0 -0.1 -0.3 -0.05
C 0.520653 -0.208697 -2.246954 -0.9 -1.5 -0.8 -0.24
C -0.971897 -0.014027 -2.017314 0.5 -3.1 -1.8 -0.17
H 3.331973 -2.494527 -2.587854 0.2 0.1 0.1 0.08
H 4.337023 -1.023977 -2.386014 0.0 -0.2 0.3 0.08
H 2.912753 -0.978017 -3.350184 -0.3 0.1 0.1 0.08
H 2.809143 -1.749127 -0.376164 0.1 0.1 0.2 0.10
H 2.688973 -0.057407 -0.788044 1.2 -0.6 -1.1 -0.02
H -0.382357 -2.667877 -1.756644 0.2 0.4 -0.4 0.10
H 1.100573 -2.931767 -2.619014 0.3 0.3 -0.2 0.13
H 2.091903 -3.734427 -0.338174 0.1 0.2 -0.2 0.09
H 0.617103 -3.088637 0.372456 0.1 -0.5 -0.2 0.03
H 0.580713 -4.484407 -0.778884 -0.1 -0.1 0.4 0.10
H 0.639593 -0.584277 -3.263264 0.3 0.1 -0.2 0.14
H 1.076743 0.724723 -2.159944 -0.5 -0.7 -0.2 0.06
H -1.674797 -0.821467 -2.222474 0.7 -0.9 0.1 0.12
H -1.336017 0.747563 -2.706884 0.6 -2.8 -0.6 0.07
H -1.137837 0.334283 -0.997884 0.5 -1.5 -1.0 0.01
```
Forces are in eV/Å.

## Properties
- Total charge: +1
- HOMO energy: -11.27 eV
- HOMO-LUMO gap: 8.969 eV

***

Record 2
DFT (ωB97M-V/def2-TZVPD) results for C13H12N4S3 as an isolated structure in a non-equilibrium geometry.

XYZ file:
```
32
Properties=species:S:1:pos:R:3:forces:R:3:nbo_charge:R:1
C 2.290980 -2.223639 -0.512588 -3.1 0.1 0.7 -0.40
C 1.331388 -2.301814 0.478023 4.6 2.4 -0.5 -0.18
C 0.034639 -3.045706 0.332304 0.7 2.2 4.0 -0.29
N -1.075399 -2.052758 0.242140 -0.9 -0.7 -1.0 -0.44
C -1.825812 -1.087548 1.204384 13.6 -12.6 2.3 0.37
N -2.566033 -0.489046 0.624269 -11.2 8.9 -6.1 -0.24
N -2.474442 -0.935137 -0.576596 -11.3 6.7 -9.9 -0.36
C -1.711055 -1.782893 -1.056692 6.0 -4.7 4.4 0.23
S -1.312127 -2.521055 -2.458491 -0.4 0.1 -1.0 -0.24
H -3.293203 -0.592644 -1.396961 3.0 -0.8 3.5 0.40
C -1.119559 -0.956273 2.327853 -6.2 4.9 7.6 -0.47
H -0.412572 -1.513552 2.653156 4.2 -4.5 1.3 0.22
H -2.241838 -1.077813 3.299827 3.5 0.1 -2.2 0.22
S -0.646027 0.699616 2.817223 -1.2 0.7 2.4 0.38
C 0.008921 1.297838 1.407151 2.7 1.7 0.9 -0.13
N 0.321563 0.531538 0.449595 -4.8 -4.8 3.8 -0.50
C 0.829610 1.147333 -0.457218 9.1 5.9 -12.7 0.16
C 1.155851 0.696398 -1.824818 -2.0 -1.0 -0.4 -0.19
C 1.714186 1.416344 -2.928897 1.1 4.1 9.2 -0.21
C 2.362362 2.719075 -2.437434 -3.1 0.9 -4.2 -0.18
C 1.957127 3.344532 -1.195157 4.7 0.0 -4.1 -0.28
C 1.532605 2.490902 -0.295790 -5.6 -4.8 4.7 -0.23
S 0.952676 2.792490 1.291956 -0.7 1.6 2.0 0.40
H 2.544595 4.209296 -0.869800 -0.8 0.3 -0.3 0.23
H 2.638498 3.449438 -3.400263 -0.1 -1.9 2.9 0.21
H 1.925039 1.053724 -3.828177 0.5 -1.6 -3.6 0.21
H 0.656643 -0.268250 -2.007199 0.5 0.2 -0.4 0.22
H 0.109043 -3.634449 -0.577478 -0.7 -0.6 0.4 0.27
H 0.052627 -3.450405 1.440661 -1.0 -0.6 -2.5 0.22
H 1.660735 -1.696892 1.454448 -1.3 -1.6 -1.8 0.20
H 3.165615 -1.591796 -0.620546 0.1 -0.2 0.9 0.21
H 1.936990 -2.567841 -1.477030 0.2 -0.6 -0.2 0.19
```
Forces are in eV/Å.

## Properties
- HOMO energy: -8.02 eV
- HOMO-LUMO gap: 7.839 eV
- Relative energy (zero: lowest compared OMol25 entry of this formula, charge and spin): 271.1 kcal per mole

***

Record 3
DFT (ωB97M-V/def2-TZVPD) results for a 2-piece molecular cluster, C4H11N2S overall in a non-equilibrium geometry.

XYZ file:
```
18
Properties=species:S:1:pos:R:3:forces:R:3:nbo_charge:R:1
N 1.900189 0.962442 1.826970 0.8 -0.9 0.8 -0.91
C 0.905187 1.718635 2.307950 -0.4 1.1 0.0 -0.20
N -0.161061 2.013520 1.620901 0.5 0.9 0.5 -0.86
H 1.692089 0.240900 1.049085 0.3 0.7 1.0 0.41
H 2.646392 0.695161 2.519644 -1.2 0.3 -0.8 0.29
H 1.047104 2.160219 3.341911 0.3 -0.4 -1.0 0.01
H -0.559445 2.866540 2.051352 -0.2 -0.8 0.3 0.29
C -0.577256 -1.386502 -2.577409 1.4 -0.6 0.7 -0.66
C -1.313184 -1.058064 -1.284744 -0.9 2.2 -0.8 -0.39
C -0.455581 -0.373011 -0.206782 -0.1 -0.3 -0.6 -0.54
S 1.042828 -1.339704 0.054485 0.6 -0.8 0.0 -0.79
H -0.057750 -0.478956 -2.986365 -0.8 -0.7 -0.1 0.19
H -1.258253 -1.935309 -3.257241 0.5 0.5 -0.1 0.17
H 0.278043 -2.061360 -2.237177 -1.0 0.7 -0.7 0.25
H -2.233136 -0.432827 -1.548963 0.9 -0.2 0.3 0.14
H -1.744418 -1.943857 -0.917561 -0.3 -1.5 0.8 0.18
H -0.979411 -0.294190 0.747829 -0.2 0.1 -0.3 0.21
H -0.172342 0.646370 -0.503892 -0.3 -0.2 0.0 0.20
```
Forces are in eV/Å.

## Properties
- Spin multiplicity: 2
- Total charge: -2
- HOMO energy (spin up / spin down): 4.05 / 0.20 eV
- HOMO-LUMO gap (spin up / spin down): 2.186 / 6.053 eV
- Relative energy (zero: lowest compared OMol25 entry of this formula, charge and spin): 13.6 kcal per mole